This record from the Open Molecules 2025 dataset describes a cluster of 2 separate species, C27H50N5O6P2 in total. The level of theory is ωB97M-V/def2-TZVPD.

Each line ends with the Mulliken charge.
Positions of all 90 atoms, in Å:
C1 -1.12357 -0.78003 -4.85069  -1.31
C2 -2.10170 -1.60416 -3.98901  -0.32
C3 -1.73875 -3.10132 -3.88416  0.44
C4 -2.62648 -3.85595 -4.87337  -2.04
N1 -1.89348 -3.56049 -2.45267  0.56
C5 -1.14103 -2.96501 -1.51571  -0.82
N2 -1.29777 -3.15207 -0.17724  -0.18
C6 -0.96747 -1.79056 0.38230  -1.27
C7 -1.10418 -1.64800 1.89658  -1.19
C8 -2.09679 -0.55419 2.25417  0.13
C9 -3.45798 -0.73666 1.95165  -0.51
C10 -4.41206 0.23743 2.22562  -0.93
C11 -4.01852 1.44954 2.81858  1.05
C12 -5.04930 2.51429 3.07477  -1.52
C13 -2.67098 1.62428 3.14421  -1.12
C14 -1.71706 0.64183 2.86596  0.20
C15 0.27630 -1.42554 -0.45296  1.01
C16 0.45864 0.05367 -0.72606  -1.83
C17 0.70121 0.95259 0.50052  0.42
C18 1.98499 1.79204 0.46713  -0.74
C19 2.48663 2.14349 1.86359  -0.91
C20 2.87108 0.93641 2.73025  0.09
N3 2.24113 1.03035 4.07897  -0.70
P1 1.77686 -2.14263 0.43036  0.56
C21 3.33505 -1.51096 -0.31513  -1.35
C22 1.80982 -3.98326 0.36452  -1.29
N4 -0.15773 -2.08271 -1.75319  1.79
C23 0.93993 -2.44193 -2.67683  -1.17
N5 1.19733 -3.86909 -2.71967  -0.22
P2 -3.07021 -4.77942 -2.11146  0.79
O1 -4.40767 -4.28573 -2.41047  -0.66
O2 -2.92906 -5.22397 -0.59993  -0.52
O3 -2.61829 -6.05739 -2.91130  -0.54
H1 -0.69179 0.01439 -4.24775  0.26
H2 -0.31015 -1.37294 -5.25761  0.41
H3 -1.64387 -0.28621 -5.66277  0.35
H4 -2.21029 -1.15355 -3.00937  0.00
H5 -3.07970 -1.54244 -4.45375  0.77
H6 -0.72739 -3.28536 -4.22276  -0.17
H7 -2.46016 -3.36771 -5.83153  0.50
H8 -3.68112 -3.76691 -4.64670  0.47
H9 -2.33169 -4.88670 -5.02655  0.53
H10 -2.25122 -3.31372 0.11939  0.64
H11 -1.74212 -1.15036 -0.05589  0.72
H12 -0.16198 -1.41884 2.37903  0.23
H13 -1.52962 -2.57497 2.27569  0.76
H14 -3.75403 -1.67498 1.49322  0.36
H15 -5.44551 0.06428 1.97136  0.39
H16 -4.82190 3.10566 3.95376  0.39
H17 -5.07051 3.18564 2.21724  0.29
H18 -6.03612 2.07201 3.15273  0.38
H19 -2.36007 2.54584 3.61462  0.41
H20 -0.68428 0.80813 3.13272  0.44
H21 -0.43069 0.40535 -1.24593  0.49
H22 1.29476 0.18683 -1.41139  0.85
H23 0.66286 0.39887 1.43250  -0.95
H24 -0.12375 1.65908 0.53685  0.48
H25 1.74081 2.74165 -0.00374  0.39
H26 2.77676 1.34805 -0.13501  0.28
H27 1.72206 2.69999 2.39638  0.35
H28 3.35887 2.78359 1.75366  0.46
H29 2.53224 0.00637 2.27649  -0.20
H30 3.94283 0.88885 2.89323  0.47
H31 2.89350 0.73457 4.79167  0.25
H32 1.46996 0.37781 4.14492  0.19
H33 3.90807 -2.35365 -0.70446  0.45
H34 3.18184 -0.83022 -1.14572  0.45
H35 3.93555 -1.02983 0.44547  0.31
H36 2.69761 -4.29741 -0.18621  0.38
H37 0.95855 -4.43039 -0.12953  0.28
H38 1.93333 -4.34122 1.37818  0.36
H39 0.66878 -2.12011 -3.67523  0.13
H40 1.81504 -1.86062 -2.42435  0.37
H41 2.13464 -4.10211 -2.43337  0.23
H42 1.01777 -4.23455 -3.64080  0.22
H43 -3.79128 -5.06630 -0.18708  0.36
H44 -1.68554 -6.05993 -3.15951  0.39
C24 3.75011 7.47695 3.43678  -1.46
C25 3.75536 6.97357 2.01664  0.52
C26 3.21943 7.93135 0.97771  -0.53
O4 2.74601 7.03238 -0.03845  -0.33
C27 2.41722 5.87124 0.56773  0.62
O5 1.82731 4.97951 0.04530  -0.51
O6 2.84780 5.86292 1.84890  -0.32
H45 2.78577 7.91807 3.69151  0.35
H46 3.92925 6.65756 4.13164  0.37
H47 4.52684 8.22814 3.57492  0.39
H48 4.75383 6.62324 1.74039  0.27
H49 3.97074 8.60252 0.57067  0.29
H50 2.37045 8.51175 1.34484  0.31

Calculated values
Net charge: +1
LUMO (hartree): -0.0827